Density functional theory data (ωB97M-V/def2-TZVPD) for a cluster of 2 separate species, C13H20N3O2S in total.

## Properties
Multiplicity: 1
Maximum force: 0.54 eV/A
Gap between HOMO and LUMO: 8.848 eV
Charge: +1

Geometry as XYZ:
```
39
C13H20N3O2S (ωB97M-V/def2-TZVPD)
O -2.82984 1.18984 2.66563
C -1.73037 0.45934 2.27056
C -0.54951 0.55071 2.99584
C 0.57138 -0.15303 2.59123
C 0.51209 -0.95218 1.46139
C -0.65271 -1.00099 0.72235
C -1.78916 -0.29826 1.10732
C -3.04007 -0.38362 0.27568
N -2.70621 -0.49662 -1.15132
C -2.08183 0.74781 -1.65258
C -0.80267 0.51392 -2.47744
C 0.47508 0.99851 -1.77900
N 1.53334 -0.01194 -1.57096
C 2.69256 0.25714 -0.89060
C 3.42446 -0.88045 -0.87208
N 2.69373 -1.83028 -1.54766
S 3.23550 -3.44814 -1.79408
C 1.55340 -1.27415 -1.96507
H -3.30245 0.72987 3.36771
H -0.52408 1.18173 3.87436
H 1.49322 -0.09320 3.15466
H 1.37851 -1.52841 1.16320
H -0.72556 -1.61224 -0.16882
H -3.70718 0.45722 0.48146
H -3.58187 -1.28483 0.57540
H -3.58127 -0.58798 -1.65087
H -2.79965 1.27426 -2.28382
H -1.86222 1.41678 -0.81995
H -0.78231 -0.54480 -2.72238
H -0.88283 1.04323 -3.42527
H 0.94263 1.80393 -2.34336
H 0.24454 1.38816 -0.78854
H 2.95022 1.20810 -0.45911
H 4.38456 -1.08272 -0.43049
H 2.04434 -4.00345 -1.54093
H 0.78929 -1.79127 -2.51586
O 2.58296 2.51519 2.45723
H 1.75469 2.15582 2.79044
H 2.67531 3.36700 2.89574
```